Entry 1:
DFT (ωB97M-V with the def2-TZVPD basis set) results for a single C4H9NO2 molecule at a distorted geometry.

```
16
Properties=species:S:1:pos:R:3:forces:R:3
H 1.414500 -2.397252 -0.237373 -0.2 0.0 -0.1
N 1.434628 -1.386130 -0.133885 0.4 -0.1 0.2
C 0.315118 -0.815201 -0.213768 0.0 0.2 -0.2
C -1.016484 -1.424465 -0.508202 0.0 -0.1 0.0
C 0.334781 0.702911 -0.054337 0.8 0.3 0.2
C -0.501199 1.176829 1.138887 0.3 -0.1 -0.4
O 1.659625 1.175702 0.085266 -0.3 -0.3 0.5
O -0.126884 1.244056 -1.270379 0.3 1.5 -0.1
H -1.496061 -0.850037 -1.300864 0.0 -0.1 0.0
H -1.652098 -1.371250 0.376641 -0.1 0.0 0.0
H -0.911623 -2.466125 -0.811499 0.0 0.0 0.0
H -1.556805 1.026743 0.934508 -0.1 0.0 0.0
H -0.206985 0.633245 2.032609 0.0 0.0 0.1
H -0.310455 2.235802 1.296934 0.0 0.1 0.0
H 2.240790 0.408000 -0.054212 0.0 -0.1 0.0
H 0.379152 2.107170 -1.280325 -0.9 -1.3 -0.4
```
Positions in Å, forces in eV/Å.

Properties
- SMILES string: [H]/N=C(\C)C(C)(O)O
- Orbital gap: 11.2 eV
- HOMO level: -10.265 eV
- Relative energy (zero: lowest compared OMol25 entry of this formula, charge and spin): 1.113 eV
- Electronic energy: -363.04463 Eh


Entry 2:
DFT (ωB97M-V with the def2-TZVPD basis set) results for 7 unconnected molecules or ions with the total composition C29H44F5N3O13P at a distorted geometry.

```
95
Properties=species:S:1:pos:R:3:forces:R:3
O 2.343434 4.183847 2.055297 0.0 0.0 0.3
P 3.183896 3.138866 1.440132 -1.2 1.1 0.4
C 2.136929 1.858740 0.560173 1.8 -0.3 0.2
C 3.065245 0.596555 0.398974 -0.2 0.1 0.1
N 2.275459 -0.432463 1.151658 0.8 -0.2 1.3
C 1.617439 0.294518 2.072600 -0.5 0.3 -2.1
N 1.523681 0.082950 3.352906 -0.1 -0.4 -0.1
C 0.733575 0.855211 4.298925 -0.2 -0.2 1.0
F -0.368596 1.334348 3.777509 -0.2 0.2 -0.6
F 0.367114 -0.038384 5.234711 0.2 -0.4 0.1
C 1.530404 2.005313 5.044864 -0.4 -0.1 0.4
F 1.364858 1.860343 6.351529 0.0 -0.2 0.3
F 2.832035 1.924393 4.794401 0.3 0.0 -0.4
F 1.047664 3.167515 4.701600 0.1 0.4 -0.4
N 1.020230 1.381794 1.401687 0.5 0.4 0.9
H 3.938179 2.395092 2.381802 0.1 -0.2 -0.3
H 4.093024 3.699875 0.524973 0.1 -0.7 -0.1
H 1.813555 2.365325 -0.343513 -0.3 -0.5 -0.2
H 3.954885 0.714604 1.021148 0.2 0.2 -0.4
H 3.397250 0.329774 -0.594244 -0.5 -0.3 -0.1
H 2.790111 -1.248750 1.467755 0.1 0.0 -0.1
H 2.020329 -0.712770 3.738835 -0.1 0.1 0.2
H 0.408410 0.855673 0.762594 -0.9 0.6 -0.3
O -4.313721 -3.092888 1.192748 0.1 0.0 -0.3
C -3.668258 -2.564898 2.047638 -0.2 -0.2 0.3
O -2.317934 -2.424084 1.968670 0.0 0.0 -0.1
C -1.812679 -1.851762 3.182406 0.0 0.0 0.2
C -2.994615 -1.129808 3.810851 -0.1 0.1 0.1
C -4.165973 -1.998882 3.361177 0.3 0.4 0.0
H -1.433240 -2.657010 3.816500 0.0 0.0 0.0
H -0.994719 -1.174428 2.939918 0.0 -0.1 -0.2
H -2.907349 -1.022696 4.890773 0.0 -0.1 0.0
H -3.091973 -0.130941 3.380745 0.1 0.0 0.0
H -4.347258 -2.822428 4.052368 0.0 -0.1 -0.1
H -5.073331 -1.419395 3.212815 -0.1 -0.2 0.0
O -0.890859 0.325156 -0.576622 0.6 0.0 0.5
C -0.455110 0.083945 -1.672577 -0.3 0.1 -0.4
O 0.867788 -0.068680 -1.913518 -0.1 0.1 0.2
C 1.084254 -0.255156 -3.336251 0.0 0.0 -0.3
C -0.250104 -0.752622 -3.865504 0.1 0.0 -0.1
C -1.245358 -0.060757 -2.945452 0.2 -0.4 -0.1
H 1.379971 0.702473 -3.771562 0.0 0.0 0.1
H 1.889802 -0.971610 -3.483873 0.0 0.0 0.2
H -0.400021 -0.534364 -4.919842 0.0 0.0 0.0
H -0.323500 -1.829739 -3.734726 0.0 0.0 -0.1
H -1.521527 0.933165 -3.302679 -0.1 0.0 0.1
H -2.137133 -0.659865 -2.780884 -0.1 0.2 0.1
O 5.335561 1.807904 -0.712866 0.2 0.0 0.1
C 5.783782 1.565897 -1.806916 -0.2 0.2 -0.1
O 7.097632 1.427219 -2.034974 -0.1 0.0 0.1
C 7.334358 1.255342 -3.449556 0.1 -0.1 -0.3
C 6.017360 0.745775 -4.010344 -0.1 -0.1 -0.1
C 5.005115 1.420183 -3.093937 0.4 -0.4 0.1
H 7.620938 2.221396 -3.869178 0.0 0.0 0.0
H 8.152894 0.554551 -3.591319 0.1 0.1 0.2
H 5.878752 0.975234 -5.064559 0.0 0.1 0.0
H 5.959592 -0.338013 -3.890878 0.0 0.0 0.0
H 4.728878 2.410033 -3.457035 -0.1 -0.2 0.1
H 4.114513 0.812316 -2.944294 -0.1 0.2 0.1
O 4.069600 3.241891 -5.175355 -0.2 0.2 0.0
C 4.135389 4.442523 -5.190777 0.1 -0.1 -0.4
O 3.046720 5.231276 -5.142057 0.0 -0.1 0.1
C 3.429537 6.614352 -5.287141 0.0 0.3 0.0
C 4.892094 6.664561 -4.874544 0.2 0.0 0.0
C 5.387839 5.286989 -5.305228 -0.2 0.3 0.3
H 3.279229 6.905004 -6.328229 0.0 -0.1 0.0
H 2.793027 7.228723 -4.655680 -0.1 -0.2 0.0
H 5.435958 7.493332 -5.322304 -0.1 0.0 0.0
H 4.968375 6.759903 -3.790146 0.0 0.0 0.0
H 5.721631 5.276102 -6.343919 0.0 -0.1 0.0
H 6.172593 4.905651 -4.656341 0.1 -0.2 -0.2
O -4.772566 -4.760989 5.415472 0.3 0.3 0.0
C -5.700811 -4.188167 5.908761 -0.2 -0.5 0.0
O -5.564201 -3.230122 6.855759 0.1 0.0 -0.1
C -6.861318 -2.808908 7.320086 -0.2 0.1 0.1
C -7.823260 -3.176571 6.200922 -0.1 -0.1 -0.1
C -7.168201 -4.425319 5.616494 -0.2 0.5 0.1
H -7.082501 -3.336950 8.249605 0.0 0.0 0.0
H -6.838411 -1.740318 7.520377 0.2 0.0 0.0
H -8.843925 -3.329401 6.545415 0.0 0.0 0.1
H -7.837317 -2.384266 5.450276 0.0 0.0 0.0
H -7.483949 -5.333916 6.131031 0.0 -0.1 -0.1
H -7.338179 -4.520206 4.547662 0.1 -0.3 0.0
O -2.275691 -2.993536 -4.205165 -0.1 0.2 0.0
C -3.210572 -3.312785 -3.523199 0.2 -0.2 0.2
O -4.182825 -2.445923 -3.169003 0.1 0.0 -0.1
C -5.105087 -3.081897 -2.257816 -0.2 -0.1 0.3
C -4.941854 -4.572422 -2.508787 0.0 -0.1 0.0
C -3.469818 -4.668329 -2.899925 -0.5 0.0 -0.1
H -4.834541 -2.799251 -1.238441 0.0 -0.1 0.0
H -6.111833 -2.728285 -2.465766 0.1 0.1 -0.1
H -5.214769 -5.182455 -1.650464 0.0 0.1 0.1
H -5.565185 -4.877813 -3.350719 0.0 0.0 0.0
H -2.821960 -4.782045 -2.029143 0.1 0.0 0.0
H -3.278854 -5.463367 -3.615289 0.2 0.0 0.0
```
Positions in Å, forces in eV/Å.

Properties
- Orbital gap: 8.8 eV
- HOMO level: -11.905 eV
- Electronic energy: -3114.36915 Eh
- Charge: +1


Entry 3:
DFT (ωB97M-V with the def2-TZVPD basis set) results for a molecular structure, C24H29N5PdTe.

```
60
Properties=species:S:1:pos:R:3:forces:R:3
Pd 0.199317 -0.057877 -0.116661 -0.1 0.0 0.2
C 2.629092 1.683354 1.468014 0.0 0.0 0.0
C 1.862781 2.472239 0.459376 -0.1 -0.1 0.0
C 2.179540 3.814743 0.257920 0.0 0.0 0.0
C 1.464082 4.577107 -0.637119 0.0 0.0 0.0
C 0.416909 3.984534 -1.327055 0.0 0.0 0.0
C 0.133884 2.655848 -1.103447 -0.1 -0.1 0.0
N 0.859847 1.895531 -0.226540 0.0 0.0 0.0
C -0.977085 1.963580 -1.796700 0.1 0.0 0.1
C -1.784554 2.469986 -2.801887 0.0 0.0 0.0
C -2.744704 1.635202 -3.360153 0.0 0.0 0.0
C -2.872813 0.320249 -2.933228 0.0 0.0 0.0
C -2.038209 -0.127280 -1.920153 -0.1 -0.1 0.0
N -1.154788 0.710130 -1.378966 0.0 0.0 -0.1
C -1.979371 -1.490544 -1.350469 0.0 0.1 0.0
C -2.884621 -2.466408 -1.701296 0.0 0.0 0.0
C -2.781802 -3.724632 -1.124783 0.0 0.0 0.0
C -1.777926 -3.948529 -0.210641 0.0 0.0 0.0
C -0.882444 -2.932561 0.124274 0.0 0.0 0.0
C 0.162034 -3.195860 1.157530 0.0 0.0 0.0
N -0.973874 -1.722368 -0.450340 0.0 0.0 0.0
H 3.574397 2.172276 1.690607 0.0 0.0 0.0
H 2.824566 0.668962 1.127573 0.0 0.0 0.0
H 2.052722 1.605329 2.390464 0.0 0.0 0.0
H 2.995391 4.244033 0.822008 0.0 0.0 0.0
H 1.707817 5.618661 -0.796319 0.0 0.0 0.0
H -0.174495 4.555621 -2.027041 0.0 0.0 0.0
H -1.670032 3.483489 -3.156590 0.0 0.0 0.0
H -3.385557 2.007256 -4.147695 0.0 0.0 0.0
H -3.599456 -0.331295 -3.395139 0.0 0.0 0.0
H -3.668638 -2.252408 -2.412160 0.0 0.0 0.0
H -3.480348 -4.507554 -1.386330 0.0 0.0 0.0
H -1.667280 -4.911485 0.267439 0.0 0.0 0.0
H 0.304029 -4.266184 1.285433 0.0 0.0 0.0
H -0.158675 -2.772413 2.110771 0.0 0.0 0.0
H 1.117141 -2.737440 0.910140 0.0 0.0 0.0
C 1.676727 -2.570152 -2.393985 0.0 0.0 0.0
Te 2.522447 -1.168754 -1.042736 0.1 0.0 0.0
C 2.889145 0.330218 -2.502863 0.0 0.0 0.0
H 0.857041 -2.105279 -2.936316 0.0 0.0 0.0
H 1.316790 -3.420482 -1.819296 0.0 0.0 0.0
H 2.452159 -2.899690 -3.080053 0.0 0.0 0.0
H 3.655230 -0.026465 -3.185799 0.0 0.0 0.0
H 3.245085 1.222214 -1.992177 0.0 0.0 0.0
H 1.966784 0.541711 -3.038395 0.0 0.0 0.0
C -2.382883 0.951165 4.840298 0.0 0.0 0.0
C -1.230690 0.406749 4.070401 0.1 0.0 0.0
C -0.070493 -0.215615 4.474670 0.0 0.0 0.0
C 0.647830 -0.500741 3.301212 0.0 0.0 0.0
N -0.024513 -0.078717 2.231885 0.0 0.0 -0.1
N -1.162585 0.468486 2.725180 0.0 0.0 0.0
C 1.974820 -1.173369 3.200277 0.0 0.0 0.0
H -2.257828 0.732100 5.897280 0.0 0.0 0.0
H -3.324234 0.509738 4.511940 0.0 0.0 0.0
H -2.453631 2.033283 4.724820 0.0 0.0 0.0
H 0.222250 -0.438490 5.486576 0.0 0.0 0.0
H -1.844229 0.860726 2.099140 0.0 0.0 0.0
H 1.942852 -2.166607 3.649461 0.0 0.0 0.0
H 2.736577 -0.604494 3.734528 0.0 0.0 0.0
H 2.284514 -1.279270 2.162210 0.0 0.0 0.0
```
Positions in Å, forces in eV/Å.

Properties
- Orbital gap (spin up / spin down): 7.4 / 7.4 eV
- HOMO level (spin up / spin down): -13.778 / -13.778 eV
- Relative energy (zero: lowest compared OMol25 entry of this formula, charge and spin): 0.346 eV
- Electronic energy: -1601.17259 Eh
- Charge: +2


Entry 4:
DFT (ωB97M-V with the def2-TZVPD basis set) results for 2 unconnected molecules or ions with the total composition C3H13BrSi3 at a distorted geometry.

```
20
Properties=species:S:1:pos:R:3:forces:R:3
C 2.132518 -2.045588 0.547285 3.3 1.4 -0.9
C -0.720926 -1.251523 0.006446 -1.0 -0.3 0.5
C 0.791334 -2.385160 -2.408418 4.2 3.8 0.4
Si 0.315369 3.420395 0.752876 -0.6 0.8 -0.6
Si 1.468529 0.881151 -1.702715 0.7 0.6 -1.0
Si 0.982836 -1.213267 -0.802072 0.6 -2.1 0.4
Br 3.805083 0.947470 -1.671469 -0.8 -0.2 0.2
H 1.559215 -2.791294 0.975078 -1.3 -1.6 1.1
H 3.089487 -2.603473 0.167975 -1.7 1.1 0.2
H 2.561446 -1.409206 1.400070 -0.9 -0.5 -1.3
H -0.982121 -0.293151 0.489152 0.1 -0.3 0.0
H -1.627467 -1.503310 -0.643547 1.4 0.1 0.8
H -0.588852 -2.012901 0.836797 -0.6 0.8 -0.9
H 1.055929 -3.374866 -2.188211 0.5 -1.3 0.1
H -0.187020 -2.246433 -2.648051 -2.8 0.1 -1.1
H 1.504758 -1.853816 -3.203289 -1.5 -1.6 1.3
H -1.162414 3.783168 0.674010 0.8 0.0 -0.2
H 0.874333 2.964215 -0.581343 -0.4 -0.3 0.6
H 1.207191 4.551776 1.008400 -0.1 0.4 0.2
H 0.366856 2.536330 1.892734 0.3 -0.7 0.3
```
Positions in Å, forces in eV/Å.

Properties
- Orbital gap: 6.8 eV
- HOMO level: -7.894 eV
- Relative energy (zero: lowest compared OMol25 entry of this formula, charge and spin): 2.033 eV
- Electronic energy: -3564.51268 Eh